1.
C4H4N2O | ωB97M-V/def2-TZVPD

Atoms and positions in Å:
C1 -1.628 0.783 0.505
C2 -1.495 -0.754 0.587
C3 -0.139 -0.657 0.013
C4 -0.155 0.609 -0.184
H1 -2.353 1.021 -0.190
H2 -1.641 1.356 1.599
H3 -1.362 -1.532 1.588
H4 -2.177 -1.095 -0.238
N1 1.126 -1.120 0.044
N2 0.926 1.085 -0.626
O1 1.708 0.076 -0.525

As for the structure (SMILES): C1Cc2nonc21. The value obtained for the electronic energy is -339.337217 hartree. For the relative energy (zero: lowest compared OMol25 entry of this formula, charge and spin), the calculation gives 153.40 kcal/mol. Its HOMO energy is -10.6623 eV. The frontier orbital gap is 11.114 eV. The LUMO energy is 0.45 eV.

2.
C37H47BrMgN3O | ωB97M-V/def2-TZVPD

Atoms and positions in Å:
Mg1 -0.747 0.690 -0.246
C1 0.688 -2.899 1.261
C2 0.956 -2.383 2.674
C3 2.149 -1.429 2.712
C4 -0.332 -1.855 3.279
C5 -1.005 -2.689 4.170
C6 -2.216 -2.329 4.739
C7 -2.786 -1.116 4.398
C8 -2.161 -0.254 3.501
C9 -2.874 1.021 3.085
C10 -4.351 0.770 2.762
C11 -2.758 2.113 4.148
C12 -0.913 -0.612 2.961
N1 -0.303 0.269 2.038
C13 0.233 1.342 2.518
C14 0.696 2.388 1.690
C15 1.309 3.583 2.070
C16 1.535 4.281 0.889
C17 1.051 3.473 -0.158
N2 0.534 2.329 0.322
C18 1.114 3.843 -1.627
C19 0.931 2.639 -2.545
C20 2.488 4.464 -1.919
C21 0.022 4.880 -1.928
H1 1.608 -3.249 0.789
H2 0.276 -2.119 0.625
H3 -0.022 -3.732 1.283
H4 1.226 -3.246 3.294
H5 2.053 -0.631 1.983
H6 3.060 -1.981 2.476
H7 2.265 -0.978 3.701
H8 -0.552 -3.640 4.427
H9 -2.710 -2.990 5.439
H10 -3.745 -0.835 4.816
H11 -2.403 1.385 2.171
H12 -4.955 0.703 3.671
H13 -4.488 -0.156 2.205
H14 -4.745 1.590 2.160
H15 -3.173 1.766 5.099
H16 -3.310 3.003 3.842
H17 -1.722 2.404 4.320
H18 0.334 1.483 3.599
H19 1.549 3.882 3.079
H20 2.002 5.247 0.780
H21 1.721 1.902 -2.400
H22 0.964 2.972 -3.586
H23 -0.031 2.152 -2.399
H24 3.293 3.801 -1.598
H25 2.613 5.422 -1.409
H26 2.594 4.640 -2.992
H27 -0.968 4.442 -1.788
H28 0.109 5.225 -2.962
H29 0.119 5.743 -1.266
Br1 -2.668 2.019 -1.398
O1 -2.241 -0.706 0.431
C22 -3.168 -1.507 0.400
C23 -4.349 -1.334 -0.521
C24 -4.428 -2.419 -1.602
C25 -5.017 -3.742 -1.123
C26 -4.223 -4.440 -0.022
C27 -4.132 -3.634 1.271
N3 -3.151 -2.568 1.231
H30 -4.220 -0.350 -0.974
H31 -5.272 -1.334 0.069
H32 -3.433 -2.580 -2.022
H33 -5.041 -2.033 -2.419
H34 -5.122 -4.419 -1.975
H35 -6.033 -3.557 -0.752
H36 -3.207 -4.656 -0.366
H37 -4.694 -5.401 0.203
H38 -3.841 -4.281 2.099
H39 -5.118 -3.227 1.526
H40 -2.335 -2.622 1.827
C28 4.279 -1.861 -1.723
C29 3.835 -0.818 -0.879
C30 2.515 -0.468 -0.864
C31 1.550 -1.125 -1.675
C32 0.165 -0.752 -1.593
C33 -0.674 -1.455 -2.431
C34 -0.239 -2.481 -3.303
C35 1.078 -2.838 -3.348
C36 2.012 -2.162 -2.526
C37 3.387 -2.511 -2.526
H41 5.326 -2.141 -1.732
H42 4.542 -0.297 -0.244
H43 2.172 0.341 -0.228
H44 -1.734 -1.210 -2.443
H45 -0.957 -2.988 -3.940
H46 1.425 -3.627 -4.007
H47 3.719 -3.310 -3.182

The value obtained for the electronic energy is -4451.992906 hartree. For the relative energy (zero: lowest compared OMol25 entry of this formula, charge and spin), the calculation gives 0.00 kcal/mol. Its HOMO energy is -4.5976 eV. The frontier orbital gap is 7.088 eV. The LUMO energy is 2.49 eV. As for the total charge: -1.

3.
C16H20N2O6RuS | ωB97M-V/def2-TZVPD

Atoms and positions in Å:
Ru1 -0.625 0.217 0.238
O1 0.222 -2.371 3.456
C1 0.249 -1.684 2.364
O2 -0.726 -1.055 1.938
C2 1.572 -1.749 1.647
O3 1.547 -0.892 0.512
C3 2.687 -0.033 0.359
C4 2.477 1.359 0.962
O4 3.665 1.919 1.252
O5 0.585 2.124 1.372
H1 -0.652 -2.350 3.886
H2 2.359 -1.488 2.356
H3 1.730 -2.783 1.328
H4 3.560 -0.452 0.862
H5 2.902 0.045 -0.706
C5 -0.307 5.506 -2.532
C6 -1.001 4.668 -1.472
N1 -1.021 3.235 -1.856
C7 -2.194 2.757 -2.627
C8 -3.246 2.129 -1.713
C9 -0.074 2.436 -1.476
S1 -0.055 0.724 -1.940
N2 0.981 2.834 -0.738
C10 1.461 2.359 0.304
O6 1.538 1.289 2.082
C11 3.588 3.332 1.123
C12 4.165 3.896 0.000
C13 4.062 5.269 -0.164
C14 3.453 6.049 0.814
C15 2.961 5.463 1.971
C16 3.057 4.087 2.153
H6 -0.346 6.556 -2.244
H7 -0.795 5.407 -3.501
H8 0.739 5.217 -2.636
H9 -2.040 4.964 -1.342
H10 -0.501 4.751 -0.508
H11 -1.854 2.052 -3.382
H12 -2.587 3.628 -3.147
H13 -2.965 1.106 -1.434
H14 -4.196 2.062 -2.241
H15 -3.405 2.730 -0.816
H16 4.647 3.270 -0.739
H17 4.485 5.736 -1.044
H18 3.390 7.121 0.684
H19 2.531 6.075 2.752
H20 2.700 3.610 3.056

The value obtained for the electronic energy is -1674.938436 hartree. For the relative energy (zero: lowest compared OMol25 entry of this formula, charge and spin), the calculation gives 99.45 kcal/mol. The multiplicity is 5. Its HOMO energy (alpha / beta) is -15.0434 / -15.0463 eV. The frontier orbital gap (alpha / beta) is 7.985 / 6.543 eV. The LUMO energy (alpha / beta) is -7.06 / -8.50 eV. As for the total charge: +2.

4.
C5H12N4 | ωB97M-V/def2-TZVPD

Atoms and positions in Å:
C1 -2.956 0.781 -0.848
C2 -1.593 0.398 -0.339
C3 -0.133 -1.371 0.279
N1 -1.394 -0.827 -0.039
N2 -0.712 1.431 -0.199
H1 -0.974 2.315 -0.598
H2 -2.880 1.184 -1.859
H3 -3.596 -0.095 -0.858
H4 -3.399 1.543 -0.207
H5 0.544 -1.362 -0.576
H6 -0.281 -2.412 0.580
C4 0.627 -0.679 1.621
C5 2.630 -0.107 -0.270
N3 2.173 0.952 -0.704
N4 3.083 -1.237 -0.253
H7 2.471 1.351 -1.577
H8 0.294 1.248 -0.229
H9 4.015 -1.465 0.040
H10 1.184 0.254 1.678
H11 1.129 -1.500 2.126
H12 -0.231 -0.404 2.234

As for the structure (SMILES): CC/N=C(/C)N.N=C=N. The value obtained for the electronic energy is -416.677176 hartree. For the relative energy (zero: lowest compared OMol25 entry of this formula, charge and spin), the calculation gives 42.84 kcal/mol. Its HOMO energy is -8.3853 eV. The frontier orbital gap is 8.942 eV. The LUMO energy is 0.56 eV.

5.
C2H10NO5 | ωB97M-V/def2-TZVPD

Atoms and positions in Å:
O1 2.543 0.036 -0.160
C1 1.316 -0.044 0.011
O2 0.462 -0.505 -0.807
C2 0.765 0.437 1.362
N1 1.736 0.561 2.443
H1 0.316 1.416 1.181
H2 -0.055 -0.223 1.653
H3 2.288 -0.292 2.473
H4 2.418 1.259 2.151
H5 -5.158 0.039 -0.191
H6 -3.663 -0.294 -0.178
O3 -4.544 -0.683 -0.350
H7 -1.062 0.102 -0.565
H8 -2.210 0.882 -1.251
O4 -1.975 0.478 -0.408
H9 2.977 -0.779 -2.340
H10 1.562 -1.166 -2.183
O5 2.283 -1.223 -2.841

The value obtained for the electronic energy is -513.272224 hartree. For the relative energy (zero: lowest compared OMol25 entry of this formula, charge and spin), the calculation gives 0.24 kcal/mol. Its HOMO energy is -5.2512 eV. The frontier orbital gap is 8.789 eV. The LUMO energy is 3.54 eV. As for the total charge: -1.

6.
C6H12O | ωB97M-V/def2-TZVPD

Atoms and positions in Å:
C1 -0.546 2.255 -1.278
C2 0.018 0.778 -1.430
C3 -0.449 -0.126 -0.321
C4 -0.002 -1.277 0.226
C5 1.415 -1.651 -0.019
C6 2.006 -2.854 0.191
H1 0.198 3.013 -1.094
H2 -1.307 2.088 -0.516
H3 -1.191 2.371 -2.153
H4 1.103 0.735 -1.422
H5 -0.311 0.325 -2.355
H6 -1.487 -0.012 0.026
H7 -0.586 -1.874 0.909
H8 2.017 -0.848 -0.450
H9 1.544 -3.829 0.191
H10 3.026 -2.777 0.540
H11 -2.455 1.193 2.558
H12 -1.474 1.092 3.659
O1 -1.517 1.397 2.739

As for the structure (SMILES): C=C/C=C\CC.O. The value obtained for the electronic energy is -310.955591 hartree. For the relative energy (zero: lowest compared OMol25 entry of this formula, charge and spin), the calculation gives 65.06 kcal/mol. Its HOMO energy is -8.1116 eV. The frontier orbital gap is 8.865 eV. The LUMO energy is 0.75 eV.

7.
C5H13BrOSi | ωB97M-V/def2-TZVPD

Atoms and positions in Å:
C1 -0.723 2.700 -0.238
C2 -0.644 -3.481 -0.447
C3 -1.622 1.708 0.409
C4 -0.240 -2.165 0.302
C5 2.753 1.169 0.647
O1 -1.519 0.441 -0.215
Si1 -0.234 -0.489 -0.597
Br1 4.092 0.108 -0.137
H1 0.352 2.282 -0.363
H2 -0.915 3.173 -1.150
H3 -0.511 3.617 0.380
H4 -1.770 -3.559 -0.444
H5 -0.308 -3.353 -1.456
H6 -0.244 -4.513 -0.149
H7 -2.701 2.101 0.432
H8 -1.351 1.478 1.413
H9 0.771 -2.190 0.713
H10 -0.921 -2.152 1.129
H11 2.478 2.173 0.222
H12 3.131 1.352 1.578
H13 0.126 -0.399 -2.028

The value obtained for the electronic energy is -3136.901568 hartree. For the relative energy (zero: lowest compared OMol25 entry of this formula, charge and spin), the calculation gives 56.19 kcal/mol. Its HOMO energy (alpha / beta) is -8.5017 / -6.6919 eV. The frontier orbital gap (alpha / beta) is 8.576 / 6.231 eV. The LUMO energy (alpha / beta) is 0.07 / -0.46 eV.

8.
C5H7NO | ωB97M-V/def2-TZVPD

Atoms and positions in Å:
O1 2.777 -1.477 0.561
C1 2.540 -0.339 -0.242
C2 1.147 0.135 -0.174
C3 0.006 0.517 -0.075
C4 -1.367 0.960 0.059
C5 -2.453 0.152 -0.556
N1 -2.295 0.185 0.889
H1 2.483 -1.268 1.456
H2 3.210 0.492 0.024
H3 2.783 -0.636 -1.266
H4 -1.500 2.035 0.149
H5 -2.154 -0.741 -1.100
H6 -3.342 0.649 -0.936
H7 -1.836 -0.663 1.212

As for the structure (SMILES): OCC#C[C@H]1CN1. The value obtained for the electronic energy is -324.601760 hartree. For the relative energy (zero: lowest compared OMol25 entry of this formula, charge and spin), the calculation gives 77.00 kcal/mol. Its HOMO energy is -9.2839 eV. The frontier orbital gap is 10.113 eV. The LUMO energy is 0.83 eV.

9.
C54H46CdN7OP2S5 | ωB97M-V/def2-TZVPD

Atoms and positions in Å:
Cd1 -0.442 0.263 -0.710
C1 2.412 1.565 2.568
C2 1.481 0.347 2.798
P1 -0.095 0.816 3.677
C3 0.222 0.058 5.320
C4 0.104 -1.308 5.575
C5 0.444 -1.819 6.820
C6 0.906 -0.974 7.822
C7 1.020 0.388 7.580
C8 0.671 0.901 6.335
C9 -1.331 -0.332 2.977
C10 -2.661 -0.089 3.336
C11 -3.681 -0.917 2.886
C12 -3.386 -1.990 2.052
C13 -2.072 -2.237 1.686
C14 -1.048 -1.414 2.145
C15 2.480 2.048 1.108
P2 0.899 2.562 0.296
C16 1.434 2.796 -1.447
C17 0.583 3.542 -2.273
C18 0.877 3.742 -3.611
C19 2.022 3.173 -4.160
C20 2.867 2.425 -3.356
C21 2.582 2.243 -2.005
C22 0.683 4.311 0.822
C23 1.264 5.382 0.143
C24 1.089 6.681 0.601
C25 0.335 6.931 1.739
C26 -0.244 5.873 2.425
C27 -0.079 4.572 1.965
H1 3.429 1.287 2.848
H2 2.133 2.396 3.223
H3 1.978 -0.406 3.403
H4 1.240 -0.116 1.841
H5 -0.259 -1.977 4.801
H6 0.346 -2.881 7.010
H7 1.172 -1.377 8.792
H8 1.371 1.053 8.361
H9 0.744 1.969 6.150
H10 -2.890 0.749 3.989
H11 -4.706 -0.725 3.184
H12 -4.179 -2.633 1.689
H13 -1.838 -3.079 1.045
H14 -0.022 -1.661 1.896
H15 2.849 1.217 0.499
H16 3.178 2.878 1.014
H17 -0.306 3.997 -1.848
H18 0.213 4.338 -4.230
H19 2.253 3.324 -5.209
H20 3.765 1.983 -3.773
H21 3.262 1.652 -1.408
H22 1.868 5.209 -0.737
H23 1.548 7.502 0.063
H24 0.200 7.947 2.090
H25 -0.830 6.059 3.318
H26 -0.538 3.752 2.502
S1 -5.020 3.370 -6.185
N1 -3.683 2.490 -6.355
C28 -3.225 2.286 -5.136
C29 -2.029 1.536 -4.796
C30 -1.205 0.933 -5.752
C31 -0.091 0.243 -5.337
C32 0.172 0.168 -3.971
N2 -0.609 0.730 -3.065
C33 -1.695 1.410 -3.451
C34 -2.520 2.032 -2.399
N3 -2.125 1.889 -1.121
C35 -2.826 2.451 -0.148
C36 -3.986 3.182 -0.387
C37 -4.408 3.335 -1.687
C38 -3.662 2.762 -2.719
C39 -4.025 2.884 -4.120
N4 -5.075 3.530 -4.585
H27 -1.461 1.032 -6.800
H28 0.577 -0.231 -6.044
H29 1.051 -0.346 -3.589
H30 -2.447 2.319 0.859
H31 -4.533 3.615 0.440
H32 -5.300 3.898 -1.936
N5 2.284 -0.979 -1.084
C40 1.117 -1.251 -0.685
H33 2.944 -1.754 -1.046
O1 0.674 -2.494 -0.215
C41 1.547 -3.667 -0.061
C42 2.614 -3.349 0.993
C43 2.932 -2.148 1.554
C44 3.933 -2.239 2.567
C45 4.355 -3.513 2.764
S2 3.536 -4.609 1.740
C46 0.603 -4.748 0.447
C47 -0.061 -5.689 -0.282
C48 -0.985 -6.447 0.495
C49 -0.997 -6.060 1.799
S3 0.108 -4.791 2.096
C50 2.063 -4.083 -1.449
C51 1.664 -3.594 -2.659
C52 2.245 -4.272 -3.771
C53 3.073 -5.275 -3.385
S4 3.162 -5.394 -1.683
H34 2.471 -1.214 1.270
H35 4.311 -1.386 3.117
H36 5.100 -3.885 3.455
H37 0.124 -5.857 -1.338
H38 -1.589 -7.255 0.102
H39 -1.580 -6.466 2.615
H40 0.980 -2.766 -2.766
H41 2.061 -4.009 -4.807
H42 3.653 -5.946 -4.003
N6 -1.489 -3.141 -2.305
C54 -2.563 -2.430 -2.665
N7 -3.170 -2.795 -3.810
S5 -3.127 -1.127 -1.759
H43 -1.205 -3.966 -2.805
H44 -1.016 -2.930 -1.437
H45 -2.931 -3.646 -4.290
H46 -4.029 -2.336 -4.051

The value obtained for the electronic energy is -5385.175184 hartree. For the relative energy (zero: lowest compared OMol25 entry of this formula, charge and spin), the calculation gives 7.18 kcal/mol. Its HOMO energy is -10.1696 eV. The frontier orbital gap is 7.331 eV. The LUMO energy is -2.84 eV. As for the total charge: +1.

10.
C5H12N2O | ωB97M-V/def2-TZVPD

Atoms and positions in Å:
C1 -0.173 -0.052 0.878
C2 0.798 0.826 -0.388
C3 -1.343 -1.031 0.811
C4 -0.524 1.055 1.871
N1 0.898 0.174 -1.619
N2 1.917 -0.778 -1.840
C5 -0.549 -0.262 -1.853
O1 -1.517 0.458 -1.956
H1 0.666 -0.625 1.290
H2 2.588 -0.331 -2.463
H3 2.424 -1.011 -0.987
H4 -0.432 -1.281 -2.236
H5 1.770 0.963 0.093
H6 0.246 1.757 -0.519
H7 -1.600 -1.402 1.811
H8 -0.910 0.654 2.815
H9 -1.093 -1.934 0.247
H10 -2.258 -0.542 0.463
H11 0.355 1.637 2.163
H12 -1.262 1.727 1.418

As for the structure (SMILES): CC(C)CN(N)C=O. The value obtained for the electronic energy is -382.360511 hartree. For the relative energy (zero: lowest compared OMol25 entry of this formula, charge and spin), the calculation gives 89.12 kcal/mol. Its HOMO energy is -8.5721 eV. The frontier orbital gap is 9.448 eV. The LUMO energy is 0.88 eV.

11.
C9H14I2 | ωB97M-V/def2-TZVPD

Atoms and positions in Å:
C1 -0.706 1.620 0.135
C2 -1.608 0.675 -0.100
C3 -1.707 2.352 1.115
C4 -2.661 1.188 0.776
C5 3.053 -1.000 0.858
C6 2.236 -1.097 -0.515
C7 0.816 -0.990 -0.138
C8 -0.021 -0.786 -1.425
C9 -1.484 -0.507 -0.956
I1 -2.582 -0.320 -2.771
I2 -2.371 -2.305 0.225
H1 0.322 1.857 -0.252
H2 -1.315 2.391 2.110
H3 -1.896 3.392 0.669
H4 -3.496 1.633 0.242
H5 -2.946 0.735 1.630
H6 2.969 -1.955 1.462
H7 4.079 -0.722 0.755
H8 2.644 -0.219 1.498
H9 2.514 -2.093 -0.969
H10 2.600 -0.258 -1.133
H11 0.720 -0.142 0.484
H12 0.555 -1.954 0.342
H13 0.172 0.120 -1.945
H14 0.112 -1.614 -2.097

The value obtained for the electronic energy is -946.619803 hartree. For the relative energy (zero: lowest compared OMol25 entry of this formula, charge and spin), the calculation gives 11.10 kcal/mol. Its HOMO energy is -9.0416 eV. The frontier orbital gap is 8.833 eV. The LUMO energy is -0.21 eV.

12.
C8H10 | ωB97M-V/def2-TZVPD

Atoms and positions in Å:
C1 1.882 -0.986 2.139
C2 0.880 -0.641 1.540
C3 -0.225 1.706 -0.857
C4 -0.441 1.282 0.412
C5 0.655 0.708 -1.660
C6 0.245 -0.689 -1.459
C7 -0.232 -0.127 0.773
C8 -1.451 -0.836 1.079
H1 2.753 -1.469 2.503
H2 -0.273 2.721 -1.320
H3 -1.141 1.814 1.119
H4 0.522 1.086 -2.673
H5 1.680 0.827 -1.457
H6 -0.732 -0.852 -1.878
H7 1.014 -1.449 -1.610
H8 -1.933 -0.575 2.021
H9 -1.070 -1.882 1.127
H10 -2.134 -0.637 0.201

The value obtained for the electronic energy is -310.624157 hartree. For the relative energy (zero: lowest compared OMol25 entry of this formula, charge and spin), the calculation gives 132.73 kcal/mol. Its HOMO energy (alpha / beta) is -7.9029 / -7.9037 eV. The frontier orbital gap (alpha / beta) is 8.218 / 8.218 eV. The LUMO energy (alpha / beta) is 0.32 / 0.31 eV.